[1]
186
Properties=species:S:1:pos:R:3:forces:R:3:mulliken_charge:R:1 method="wB97M-V/def2-TZVPD" max_force_ev_per_a=2.75 e_tot_ha=-3168.4824
C -1.37714 1.71465 -2.88948 -0.8 -0.6 0.5 -0.25
C -0.13576 2.48928 -3.26267 -1.0 0.0 -0.6 -0.17
O 0.96186 1.59295 -3.34235 0.5 0.1 0.3 -0.40
H -1.49371 0.78735 -3.45419 0.3 0.0 -0.2 0.05
H -2.32520 2.24815 -3.06077 0.5 0.2 0.0 0.61
H -1.38117 1.41669 -1.83824 0.1 0.1 0.0 -0.28
H 0.02300 3.29023 -2.53644 0.2 0.0 -0.1 -0.06
H -0.33570 2.90792 -4.25706 0.3 0.3 0.1 0.41
H 1.77749 2.11194 -3.27039 -0.3 -0.3 0.0 0.16
C 4.57374 -4.46331 -1.12765 -0.6 0.6 -1.4 -1.50
C 3.39100 -3.67245 -1.68308 -1.2 0.7 0.2 1.29
O 3.44181 -2.29704 -1.31358 0.3 0.5 0.1 -0.61
H 5.50780 -3.98418 -1.44712 -0.1 -0.1 0.3 0.35
H 4.50980 -5.43248 -1.61996 0.2 -0.3 0.2 0.37
H 4.48673 -4.57255 -0.06276 0.1 0.0 0.5 0.31
H 2.43422 -4.01010 -1.25388 0.3 -0.7 -0.1 -0.31
H 3.27430 -3.75495 -2.79026 0.4 -0.1 0.5 -0.24
H 2.52979 -1.90367 -1.33849 0.5 -0.5 -0.3 0.08
C -3.19371 -2.89453 -4.95052 1.4 -0.3 0.4 -1.11
C -1.95162 -3.67878 -4.35543 -0.4 0.4 -1.0 -0.25
O -1.43293 -3.02023 -3.20823 -0.6 -0.4 0.1 0.07
H -4.06594 -2.92051 -4.29775 0.1 -0.1 0.2 0.30
H -3.50475 -3.21685 -5.94660 0.2 -0.2 0.1 0.40
H -2.84509 -1.86212 -5.03469 -0.2 0.0 -0.1 0.18
H -1.09123 -3.63964 -5.02813 -0.3 -0.1 -0.6 0.21
H -2.14483 -4.74674 -4.17069 -0.2 0.3 0.1 0.50
H -2.15053 -3.12225 -2.56428 0.1 0.5 0.5 -0.06
C -4.24830 -0.99561 -1.48421 0.4 0.0 -0.2 0.02
C -3.81702 -2.04880 -0.51165 -0.7 0.0 2.2 0.04
O -3.28680 -3.14182 -1.20337 0.3 -0.5 -1.3 -0.61
H -4.94901 -1.44231 -2.17809 -0.2 0.1 -0.3 0.41
H -3.35285 -0.66960 -2.01412 -0.1 0.1 -0.3 -0.35
H -4.69459 -0.11619 -1.02000 0.0 -0.2 0.2 -0.26
H -4.66814 -2.44662 0.08808 0.2 0.5 -0.3 0.39
H -3.08798 -1.66334 0.22686 -0.1 0.0 -0.4 -0.06
H -2.75410 -3.69567 -0.64140 0.2 -0.2 0.6 0.20
C 3.59677 -1.05417 1.86147 -0.5 -1.0 1.1 0.01
C 4.27697 -1.04420 3.25213 0.3 1.4 -0.8 -0.22
O 3.59385 -1.88431 4.13901 -0.7 -1.1 0.4 -0.49
H 4.05293 -0.41089 1.10897 0.1 0.0 0.3 0.47
H 2.52716 -0.77979 1.99853 0.6 -0.1 -0.2 -0.43
H 3.64361 -2.09770 1.49061 -0.2 0.6 0.0 0.00
H 4.22440 -0.05767 3.73079 0.3 0.3 -0.5 -0.02
H 5.32703 -1.32586 3.15309 0.0 -0.1 0.0 0.40
H 4.15643 -2.17837 4.86024 0.1 0.1 -0.1 0.22
C -0.24279 1.11440 5.66751 -0.3 -0.2 0.0 -0.01
C -0.13584 0.48335 7.04976 -0.7 -1.0 -0.8 -0.39
O 0.41549 1.41071 7.92220 0.5 1.1 0.3 -0.50
H 0.69937 1.54437 5.36241 0.4 -0.1 0.0 -0.39
H -0.94218 1.94693 5.64028 -0.3 0.0 0.2 0.36
H -0.54461 0.38194 4.90790 0.0 0.1 0.2 0.06
H 0.51311 -0.41179 6.98663 -0.3 0.2 0.0 0.14
H -1.14080 0.15737 7.40672 0.5 0.1 -0.3 0.34
H 0.26703 1.13451 8.82015 0.0 -0.1 0.5 0.30
C 2.31447 -7.79531 0.74559 -1.1 -0.3 0.0 -1.32
C 1.58745 -6.54219 1.21025 -0.3 -0.1 0.2 0.42
O 2.56480 -5.60586 1.57965 0.5 0.0 0.2 -0.42
H 1.57123 -8.51025 0.36428 0.2 0.0 0.1 0.36
H 2.84314 -8.28945 1.57082 0.0 0.3 -0.3 0.37
H 2.98047 -7.55674 -0.07592 0.3 0.0 0.0 0.21
H 0.86945 -6.76252 2.03028 0.6 -0.1 -0.1 0.37
H 0.95456 -6.09317 0.43687 0.0 -0.3 -0.4 -0.09
H 2.17483 -4.94026 2.15056 -0.2 0.4 0.3 0.36
C 0.23465 -3.01090 5.36723 -0.6 0.5 0.1 -1.39
C 0.39418 -2.90732 3.84968 -0.1 -0.1 0.2 0.45
O 1.55628 -3.57607 3.39134 0.1 0.2 0.0 -0.49
H 0.97845 -2.46797 5.94779 0.3 0.1 -0.3 0.21
H 0.23033 -4.02482 5.74065 0.1 -0.4 -0.2 0.36
H -0.72303 -2.57335 5.66846 -0.1 0.0 -0.1 0.42
H 0.45430 -1.85106 3.53991 -0.2 -0.2 0.1 -0.27
H -0.46856 -3.36969 3.34457 0.3 0.2 0.2 0.37
H 2.29342 -2.98653 3.64384 0.1 -0.4 -0.2 0.17
C 1.29240 -0.05570 -7.15225 0.7 0.8 -0.7 -1.52
C 0.94384 -1.27964 -6.33702 -0.7 1.6 -0.4 0.19
C 2.09290 -1.75170 -5.48274 0.7 -0.7 -0.5 0.36
O 3.17300 -2.10373 -6.36622 -0.5 0.3 0.4 -0.43
C 4.25355 -2.71604 -5.72850 0.6 -0.4 0.7 -0.61
N -0.18382 -0.83223 -5.52940 0.0 0.0 0.8 -0.44
H 0.50497 0.27361 -7.83994 -0.2 -0.4 0.3 0.39
H 2.17349 -0.20391 -7.77151 0.2 -0.1 0.1 0.38
H 1.48791 0.80539 -6.49450 0.1 -0.2 0.0 0.23
H 0.57850 -2.02668 -7.03718 0.2 -0.5 0.2 0.46
H 1.76784 -2.65850 -4.93229 0.2 0.3 0.1 -0.13
H 2.39937 -0.96658 -4.75752 -0.1 -0.3 -0.3 0.15
H 3.95960 -3.63390 -5.18927 -0.1 0.1 -0.2 0.17
H 4.75806 -2.07423 -4.98346 -0.3 0.1 -0.2 0.29
H 5.00632 -2.99874 -6.46906 -0.2 0.1 -0.1 0.32
H 0.12242 -0.02744 -4.95287 -0.3 -0.7 -0.3 0.11
H -0.44000 -1.58954 -4.90816 -0.3 0.2 0.4 -0.12
C 2.84010 6.61602 -1.04073 -0.6 -0.7 0.4 -1.76
C 2.20088 5.30931 -0.47650 0.1 0.6 0.6 0.93
C 3.03183 4.08251 -0.92300 -0.8 1.3 0.1 -1.13
O 2.39967 2.88188 -0.54898 0.0 0.6 0.2 0.62
C 3.35211 1.86572 -0.67806 -0.2 -0.6 0.0 -0.81
N 1.97115 5.42839 0.98807 0.7 -0.7 -0.3 -0.14
H 2.23469 7.47973 -0.75083 0.0 -0.2 0.0 0.40
H 2.82306 6.53146 -2.12740 0.3 0.2 0.0 0.40
H 3.86020 6.79636 -0.66492 -0.3 -0.3 -0.2 0.37
H 1.17321 5.23142 -0.83674 0.1 -0.2 -0.7 -0.22
H 4.03269 4.14736 -0.46942 0.0 0.0 -0.1 0.37
H 3.12997 4.10978 -2.02607 0.2 0.0 0.2 0.45
H 2.80644 0.92732 -0.65938 0.3 -0.2 0.1 -0.36
H 4.11476 1.93305 0.10811 -0.1 -0.2 0.1 0.38
H 3.86662 1.97488 -1.62851 0.2 -0.2 -0.3 0.54
H 2.88943 5.51270 1.44142 -0.4 -0.1 0.0 0.36
H 1.56086 4.54070 1.32984 0.4 0.6 -0.2 -0.42
C -3.57130 7.63388 0.90439 -0.7 -0.6 -1.1 -1.78
C -2.18910 7.09072 1.19880 -2.2 0.6 1.6 1.25
C -1.35168 6.97586 0.00426 1.0 -1.0 -2.1 -0.05
O -1.78638 5.90378 -0.86008 -0.3 1.3 -0.2 -0.48
C -1.80776 4.62499 -0.34156 -0.1 -1.0 0.0 -0.02
N -1.62464 8.01701 2.16053 0.9 0.1 -0.3 -0.72
H -4.16925 7.57381 1.80359 -0.3 0.1 0.2 0.45
H -4.08439 7.03899 0.12457 0.2 0.1 0.4 0.30
H -3.55337 8.65972 0.54446 0.2 0.1 0.1 0.40
H -2.39103 6.09787 1.63469 0.5 -0.1 -0.1 -0.21
H -0.30108 6.76349 0.21805 0.2 0.2 0.5 -0.17
H -1.38103 7.83936 -0.67524 -0.1 0.1 0.6 0.33
H -0.85153 4.37031 0.16129 -0.4 0.0 0.0 -0.03
H -1.91920 3.98907 -1.22447 0.1 -0.2 0.2 -0.03
H -2.69247 4.38863 0.29690 0.6 0.3 0.0 0.29
H -2.11881 8.08960 3.04014 -0.1 -0.2 -0.2 0.30
H -0.68210 7.72100 2.32844 0.6 0.1 0.5 0.22
C -8.76411 0.76901 0.36042 0.3 -0.2 0.0 -1.57
C -7.78443 1.43660 1.34237 -0.7 -0.8 -0.7 0.38
C -6.32165 1.16991 1.02222 -0.4 -0.1 -0.6 -0.39
O -5.52883 1.86920 1.93223 1.2 -0.1 0.4 -0.40
C -4.12250 1.67127 1.71440 -0.6 0.1 -0.5 -0.34
N -8.14430 2.81568 1.45995 -0.4 1.1 -0.8 -0.73
H -9.75642 1.06308 0.67006 -0.3 0.0 0.1 0.41
H -8.72000 -0.32044 0.38795 0.1 0.0 0.1 0.39
H -8.66225 1.06349 -0.68755 0.3 0.2 0.1 0.37
H -8.01851 0.96975 2.29906 0.3 0.0 0.3 0.29
H -6.08915 1.49652 -0.01635 -0.1 -0.2 0.3 0.25
H -6.16461 0.08812 1.11199 0.3 -0.1 -0.2 0.18
H -3.58319 2.22553 2.47489 -0.1 0.0 0.1 0.27
H -3.83683 2.06285 0.72436 0.0 0.0 0.1 0.14
H -3.81490 0.61257 1.73004 -0.3 0.2 0.2 0.20
H -7.50111 3.25958 2.08053 0.4 0.5 0.4 0.31
H -8.12107 3.32617 0.55690 0.1 -0.6 0.8 0.25
C 3.97371 3.08939 5.33364 -0.2 0.9 0.4 -1.89
C 3.00691 2.82089 4.22015 -0.3 -0.8 -0.7 1.46
C 1.83761 3.78992 4.28107 1.1 0.0 -0.4 -1.74
O 0.94076 3.55437 3.22250 0.1 -0.1 0.1 0.98
C -0.17289 4.40130 3.29741 -0.9 0.1 -0.2 -0.95
N 3.78282 2.95639 2.98029 -0.3 0.2 -0.8 -0.64
H 3.45415 3.20491 6.28070 0.0 -0.1 0.2 0.39
H 4.46433 4.04797 5.09478 0.2 -0.5 0.3 0.42
H 4.68113 2.27764 5.43153 0.4 0.0 0.0 0.41
H 2.58986 1.80101 4.35082 0.1 0.2 -0.2 -0.07
H 2.25388 4.80484 4.20367 -0.2 0.1 0.1 0.36
H 1.35625 3.65813 5.24520 -0.3 0.1 0.3 0.52
H 0.08384 5.46842 3.23714 0.2 -0.2 0.0 0.25
H -0.75765 4.23216 4.21799 0.2 0.0 -0.1 0.46
H -0.81861 4.15906 2.44257 0.1 0.1 0.2 0.00
H 4.51884 2.26322 2.92805 0.1 0.0 0.2 0.33
H 3.26621 2.86799 2.09944 -0.3 0.0 0.6 -0.08
C -0.14090 -2.59399 0.09402 0.0 1.3 0.4 -1.26
C -0.23481 -1.27546 -0.73529 0.6 -1.2 -0.2 3.12
C 0.14096 -0.03245 0.05330 0.1 -0.6 0.2 1.30
O -0.81988 0.14706 1.06864 -0.4 0.4 -0.4 -0.70
C -0.50420 1.27375 1.83632 0.5 -0.2 1.2 -0.10
N 0.75339 -1.37615 -1.81948 0.1 0.8 0.5 0.80
H 0.81791 -2.58928 0.61443 0.3 -0.2 -0.2 0.12
H -0.22738 -3.50519 -0.50321 -0.1 0.2 -0.1 -0.28
H -0.84608 -2.57353 0.92616 -0.4 -0.2 -0.2 0.42
H -1.24246 -1.14723 -1.13181 -0.2 0.0 0.0 -1.23
H 0.18906 0.85748 -0.60469 0.1 -0.3 0.2 -0.13
H 1.13789 -0.19799 0.51194 -0.2 0.2 -0.2 -1.19
H -0.31151 2.19335 1.27396 -0.1 -0.1 -0.3 -0.16
H 0.40901 1.05633 2.42048 -0.1 0.3 -0.1 -0.15
H -1.30840 1.44841 2.55948 0.1 0.0 -0.2 0.33
H 0.48115 -2.04888 -2.51489 -0.4 -0.3 -0.2 -0.46
H 0.75556 -0.46640 -2.26749 0.3 0.0 -0.4 -0.20
C 0.83041 -6.08301 -2.91474 0.5 0.2 0.3 -0.14
C 0.31217 -7.35964 -3.49127 -0.7 -0.5 -0.5 0.34
C -0.39149 -8.18849 -2.44125 -0.8 0.7 0.1 -1.25
O -0.66303 -7.08321 -4.49608 -0.7 -0.4 0.1 -0.60
H 1.47384 -6.33436 -2.07609 0.2 0.2 0.2 0.02
H 0.00525 -5.45927 -2.53703 0.2 -0.1 -0.3 -0.11
H 1.43469 -5.53885 -3.64132 -0.1 0.2 0.0 0.24
H 1.08011 -8.00998 -3.93292 0.3 0.4 0.1 0.28
H -0.91429 -9.03496 -2.88847 0.3 -0.1 0.1 0.39
H -1.17124 -7.56861 -1.96315 0.2 -0.2 -0.1 0.27
H 0.32158 -8.46174 -1.67213 0.0 -0.4 0.1 0.19
H -0.31933 -6.54362 -5.20323 0.4 0.2 -0.2 0.33

=====

[2]
88
Properties=species:S:1:pos:R:3:forces:R:3:mulliken_charge:R:1 method="wB97M-V/def2-TZVPD" charge=+2 max_force_ev_per_a=1.66 e_tot_ha=-5666.7319
Ta 0.00246 0.37281 -1.27493 -0.3 -0.2 1.6 3.19
O -3.13486 -3.92374 -4.45935 0.0 0.1 0.2 -0.50
C -3.89110 -3.59276 -3.41649 0.1 -0.1 -0.2 0.30
O -4.89076 -4.17884 -3.12338 -0.1 0.0 0.0 -0.53
C -3.45033 -2.44370 -2.55506 -0.1 -0.1 0.1 0.53
C -4.26165 -1.95598 -1.55493 0.0 0.1 0.1 -0.63
N -3.55905 -1.01551 -0.89662 0.0 0.1 0.1 -0.63
N -2.33005 -0.85348 -1.39465 0.1 -0.2 -0.2 1.00
C -2.26364 -1.71361 -2.40610 -0.1 0.2 -0.2 -1.20
C -0.99738 -1.76600 -3.15471 0.5 0.6 0.2 1.19
O -0.81285 -2.38564 -4.15344 0.0 -0.2 -0.2 -0.72
O -0.00338 -1.04520 -2.55382 -0.2 -0.5 -0.7 -0.87
H -2.34128 -3.36018 -4.53616 0.0 -0.1 -0.1 0.41
H -5.27187 -2.23305 -1.29628 0.0 0.0 0.0 0.57
H -3.88125 -0.43687 -0.13521 0.0 0.0 0.0 0.09
C 1.19313 4.63829 -1.93238 -0.1 0.0 0.0 -1.13
C 2.57200 4.58113 -2.07262 0.1 0.0 0.0 -1.06
C 3.21806 3.36176 -1.98063 0.1 0.2 -0.1 -0.82
C 2.49438 2.19554 -1.74674 0.1 0.2 0.1 1.45
C 1.11375 2.22721 -1.62674 -0.7 -0.1 -0.4 -0.73
C 0.47533 3.46983 -1.72793 0.3 0.0 -0.2 0.55
C 3.13880 0.89505 -1.58959 0.0 -0.1 0.1 1.44
C 4.54037 0.80029 -1.54862 0.1 0.1 0.0 -1.16
C 5.12962 -0.39358 -1.31192 0.2 -0.1 0.0 -1.28
C 4.33843 -1.55090 -1.21050 0.0 -0.1 0.1 0.66
C 4.94209 -2.81838 -1.03199 0.1 0.1 0.0 -0.90
C 4.19430 -3.95390 -1.05512 -0.1 -0.2 0.0 -1.06
C 2.81438 -3.84764 -1.30683 0.1 -0.1 0.0 -0.48
C 2.20782 -2.63119 -1.45311 0.2 0.1 0.0 -0.15
C 2.93789 -1.42934 -1.35577 -0.1 0.2 0.0 0.24
N 2.33512 -0.16019 -1.44883 -0.2 -0.5 0.0 0.35
H 0.67381 5.58590 -1.99766 0.0 0.0 0.0 0.49
H 3.14261 5.48064 -2.26131 0.0 0.0 0.0 0.43
H 4.29052 3.34073 -2.11029 0.0 0.0 0.0 0.48
H -0.59397 3.56500 -1.64251 0.0 0.1 0.0 0.68
H 5.14647 1.68150 -1.68020 0.0 0.0 0.0 0.41
H 6.20801 -0.47320 -1.23712 0.0 0.0 0.0 0.48
H 6.01655 -2.86335 -0.90321 0.0 0.0 0.0 0.48
H 4.65541 -4.92420 -0.93114 0.0 0.0 0.0 0.46
H 2.22451 -4.74975 -1.41738 0.0 0.0 0.0 0.54
H 1.18006 -2.59231 -1.72416 -0.1 0.0 -0.1 0.24
Se 2.56557 -2.47433 5.77772 0.1 -0.1 0.1 0.32
N 2.48509 -0.84956 5.06337 0.0 -0.2 0.0 -0.88
C 1.90116 -0.98692 3.90187 -0.1 0.2 -0.2 0.57
C 1.63852 0.13032 2.99383 0.1 -0.2 0.4 0.98
C 1.94406 1.44801 3.32519 0.1 0.0 0.1 -0.67
C 1.64267 2.44237 2.42631 0.0 0.0 -0.1 -1.23
C 1.07447 2.09615 1.21031 0.0 -0.1 0.3 -0.21
N 0.78427 0.82938 0.87466 0.0 0.9 -0.5 0.45
C 1.04299 -0.13499 1.77157 0.0 -0.1 -0.1 -1.29
C 0.61878 -1.47158 1.40645 0.1 0.0 -0.1 -0.36
N -0.01423 -1.58630 0.22680 -0.1 0.2 -0.2 1.03
C -0.45426 -2.80051 -0.11348 0.0 0.1 0.2 -0.44
C -0.28915 -3.92663 0.67713 -0.1 0.0 0.0 -1.15
C 0.36716 -3.80265 1.87922 0.0 -0.2 0.1 -0.96
C 0.83078 -2.54840 2.25801 0.2 0.0 0.4 0.58
C 1.50530 -2.31320 3.53660 -0.1 0.0 -0.3 0.85
N 1.76329 -3.25974 4.40147 0.1 0.2 0.0 -0.86
H 2.40300 1.65727 4.28367 0.0 0.0 0.0 0.63
H 1.84502 3.48280 2.63963 0.0 0.0 0.0 0.59
H 0.85880 2.85679 0.48170 -0.1 0.0 0.1 0.34
H -0.96109 -2.89909 -1.05393 0.0 -0.1 0.0 0.11
H -0.67557 -4.87750 0.33590 0.0 0.0 0.0 0.64
H 0.52408 -4.64684 2.53948 0.0 0.0 0.0 0.65
O -4.54794 4.29566 -2.44030 0.2 -0.2 0.1 -0.53
C -4.45421 4.19690 -1.11949 0.0 0.0 -0.3 0.36
O -5.08919 4.87999 -0.37353 0.0 0.0 0.0 -0.52
C -3.49093 3.18476 -0.55207 0.1 0.1 -0.2 -0.10
C -3.37207 2.91343 0.80148 -0.2 -0.2 0.2 0.65
Cl -4.32995 3.42673 2.08360 -0.1 0.1 0.0 -0.06
N -2.39043 1.99847 0.98145 0.4 0.0 0.3 -0.83
N -1.82420 1.67732 -0.21044 0.1 -0.3 0.0 1.93
C -2.51174 2.37075 -1.12220 -0.1 -0.1 0.1 -1.04
C -2.15972 2.08176 -2.52729 0.6 -0.4 0.0 1.15
O -2.71656 2.50363 -3.49571 -0.3 0.2 -0.1 -0.71
O -1.13690 1.22801 -2.58165 -0.3 0.4 -0.4 -0.66
C -2.09209 1.32850 2.22796 0.0 0.0 -0.3 0.34
C -1.86360 2.07084 3.37380 0.2 0.1 0.1 -0.33
C -1.68850 1.40748 4.58051 0.0 0.0 0.0 -1.05
C -1.75047 0.02056 4.63691 0.0 0.0 0.0 -0.88
C -1.97852 -0.70911 3.47805 0.1 0.0 0.0 -0.72
C -2.14191 -0.05421 2.26523 -0.2 -0.1 0.1 0.63
H -3.96592 3.66859 -2.91923 -0.1 0.1 0.0 0.38
H -1.83068 3.15242 3.33269 0.0 -0.1 0.0 0.63
H -1.52484 1.98220 5.48264 0.0 0.0 0.0 0.47
H -1.64195 -0.48877 5.58609 0.0 0.0 0.0 0.50
H -2.05323 -1.78843 3.52005 0.0 0.0 0.0 0.56
H -2.34763 -0.61553 1.36339 0.1 0.0 0.0 -0.65